Here is a molecular structure, C36H36AsI2N4O3STl from OMol25. Energies are from ωB97M-V/def2-TZVPD.

ORCA input file:
```
! wB97M-V def2-TZVPD RIJCOSX def2/J DEFGRID3
* xyz -2 1
Tl -1.521 -1.285 1.451
I -5.569 3.623 -3.119
I 0.040 3.211 -1.184
As -0.449 -4.293 -0.947
S 2.045 -0.363 -0.584
O 0.885 -1.873 2.416
O -0.916 0.195 -0.762
O -3.048 0.582 1.841
N 1.528 -1.504 -1.527
N -0.444 0.859 2.396
N -1.216 1.991 2.126
N -3.323 -1.011 -1.171
C 3.466 1.998 -1.175
C -2.464 1.717 1.853
C -4.273 1.061 -1.998
C -5.502 0.386 -2.166
C 1.126 2.602 3.052
C -2.833 3.004 -2.055
C -3.301 2.916 1.484
C -3.552 5.271 1.014
C 5.361 -2.635 -0.062
C 3.757 2.806 -3.422
C 4.313 -0.303 1.025
C -4.479 -1.600 -1.335
C 2.817 0.877 -1.675
C 6.062 -1.953 0.924
C -1.778 2.261 -1.534
C -4.893 5.077 0.699
C 1.742 0.189 3.228
C -2.763 4.200 1.406
C 2.622 0.719 -3.032
C 2.937 -1.974 3.575
C -1.862 0.881 -1.223
C 1.753 -1.185 3.021
C -1.743 -5.193 0.231
C 3.100 1.687 -3.908
C -4.056 2.428 -2.297
C -0.010 -5.905 -2.008
C 5.535 -0.788 1.467
C 1.090 -4.422 0.255
C -3.192 0.296 -1.476
C -4.643 2.730 1.167
C 3.633 -0.979 0.023
C -5.611 -0.935 -1.834
C 4.142 -2.149 -0.515
C -5.435 3.803 0.779
C 0.737 1.150 2.856
C 3.939 2.961 -2.052
H 3.553 -2.655 -1.272
H 3.422 -2.517 2.759
H -2.681 4.055 -2.260
H 0.227 -6.748 -1.355
H -6.550 -1.464 -1.948
H -6.355 0.932 -2.552
H -6.473 3.638 0.509
H -3.115 6.261 0.938
H 1.986 -4.188 -0.319
H -5.504 5.911 0.371
H -1.324 -6.119 0.631
H 2.080 -0.160 -3.364
H 2.133 2.676 3.466
H 6.060 -0.273 2.262
H 1.162 -5.429 0.675
H 1.082 3.125 2.093
H 2.939 1.574 -4.974
H -5.035 1.722 1.208
H 2.559 -2.717 4.284
H 4.110 3.569 -4.105
H 3.864 0.563 1.494
H 3.580 2.134 -0.107
H -2.657 -5.415 -0.323
H -4.534 -2.650 -1.059
H 0.519 -1.549 -1.379
H 2.606 0.601 3.739
H 4.434 3.844 -1.666
H 3.675 -1.346 4.077
H 0.417 3.112 3.704
H -1.987 -4.516 1.049
H 0.993 -3.678 1.049
H -0.850 -6.171 -2.651
H 0.853 -5.688 -2.640
H 7.008 -2.339 1.284
H 5.759 -3.554 -0.476
H -1.712 4.325 1.632
*
```

For the energy relative to the best compared isomer or geometry (same formula, charge and spin), the calculation gives 35.8 kJ/mol. The HOMO energy comes out at -1.08 eV. The gap between HOMO and LUMO is 4.73 eV.

These are the Löwdin partial charges, in e, on atoms 1 to 8:
1 Tl 0.87
2 I 0.81
3 I 0.99
4 As 1.05
5 S 0.99
6 O -0.24
7 O -0.22
8 O -0.24

Here is a molecular structure, C36H36AuIN4O3Te in a non-equilibrium geometry from OMol25. Energies are from ωB97M-V/def2-TZVPD.

ORCA input file:
```
! wB97M-V def2-TZVPD RIJCOSX def2/J DEFGRID3
* xyz -1 2
Au -0.126 -0.788 2.600
I -5.067 -2.141 3.226
Te -1.497 -0.238 -0.656
O -1.463 2.737 0.809
O 0.543 -2.055 4.103
O 2.298 -2.882 2.379
N -0.742 0.616 1.237
N -2.521 -3.503 2.908
N 1.805 -1.793 4.323
N 2.629 -2.195 3.428
C -3.957 0.642 -2.334
C 1.232 -1.851 -0.862
C 4.294 -1.138 4.827
C -3.563 -3.121 2.213
C 0.298 0.400 -1.657
C 1.622 1.945 -2.811
C -0.664 2.723 -2.172
C -0.816 1.919 1.465
C -3.655 -3.299 0.843
C -0.128 3.710 4.722
C 3.947 -1.765 3.626
C 1.202 2.044 3.065
C 1.345 -0.524 -1.569
C -5.040 1.306 -5.880
C 1.109 3.236 5.117
C -1.445 -3.952 2.283
C -2.316 -0.371 -3.784
C -4.258 0.815 -4.707
C -1.073 -1.195 -4.018
C 6.401 -0.605 3.776
C -4.716 1.057 -3.432
C 2.530 -0.179 -2.273
C -2.712 -0.001 -2.495
C 3.775 1.439 -3.820
C -0.081 2.428 2.710
C 2.655 1.032 -2.913
C -1.356 -4.016 0.876
C -3.066 0.077 -4.880
C 4.812 -1.901 2.548
C 0.414 1.666 -2.182
C 1.759 2.438 4.242
C -0.732 3.383 3.540
C -4.449 1.018 -0.959
C 5.999 -1.279 2.615
C 5.544 -0.588 4.896
C -2.508 -3.722 0.175
H 4.124 2.460 -3.597
H 0.233 -2.240 -1.021
H 4.637 0.820 -3.774
H -2.554 -3.719 -0.874
H -1.675 3.735 3.217
H 2.754 2.034 4.478
H -0.636 -4.287 2.894
H 3.581 -1.049 5.616
H 3.437 1.323 -4.846
H 1.704 1.298 2.458
H 1.767 2.869 -3.314
H -1.093 -1.702 -4.972
H 4.522 -2.470 1.697
H 7.362 -0.057 3.819
H -0.607 4.390 5.473
H 1.578 3.485 6.058
H 6.735 -1.303 1.842
H -5.251 0.528 -6.569
H -5.705 1.564 -3.318
H 3.281 -0.943 -2.432
H -5.219 1.758 -1.087
H -4.465 2.096 -6.320
H -0.857 -1.884 -3.229
H -5.977 1.784 -5.552
H -0.956 2.975 -1.185
H -0.240 3.587 -2.676
H -1.575 2.382 -2.715
H -0.198 -0.539 -4.011
H -2.715 -0.191 -5.888
H -3.674 1.428 -0.268
H 1.471 -1.784 0.212
H 1.868 -2.560 -1.413
H -4.888 0.150 -0.407
H -4.547 -3.055 0.308
H 5.932 -0.088 5.809
H -0.415 -4.325 0.441
*
```

For the energy relative to the best compared isomer or geometry (same formula, charge and spin), the calculation gives 0.0 kJ/mol. The HOMO energy (spin up / spin down) comes out at -4.15 / -5.29 eV. The gap between HOMO and LUMO (spin up / spin down) is 6.45 / 7.29 eV.

These are the Löwdin partial charges, in e, on atoms 1 to 8:
1 Au 0.83
2 I 0.83
3 Te 1.65
4 O -0.05
5 O -0.35
6 O -0.13
7 N -0.37
8 N 0.02

Here is a molecular structure, C36H36Cl2FMoNO7PSSe3SiTe in a non-equilibrium geometry from OMol25. Energies are from ωB97M-V/def2-TZVPD.

ORCA input file:
```
! wB97M-V def2-TZVPD RIJCOSX def2/J DEFGRID3
* xyz -1 3
Te 2.733 -2.978 1.978
Mo 0.620 -0.082 0.294
Se 0.368 -2.387 1.482
Se 3.446 -2.835 -0.425
Se 2.745 -0.644 -0.866
Cl -5.255 -3.586 0.906
Cl -2.925 -1.794 0.707
S 1.339 2.491 -1.905
P -0.511 -0.724 -2.033
Si 2.627 1.650 2.553
F -0.744 -0.644 6.033
O 1.598 0.583 1.848
O -3.525 3.073 -0.935
O 2.764 2.371 -2.081
O 0.869 1.747 -0.694
O -0.975 0.472 1.254
O -1.913 1.489 -1.101
O 0.796 3.823 -1.908
N -3.750 2.849 3.045
C 0.632 1.653 -3.327
C -3.158 1.912 5.226
C -1.883 1.218 1.745
C 0.356 -2.266 -2.579
C 1.283 -2.305 -3.617
C -4.436 -0.482 -3.368
C 0.908 2.379 -4.494
C -5.154 4.908 2.843
C -2.664 -2.504 -2.751
C -4.809 3.685 3.676
C -0.497 0.030 -4.676
C -2.062 1.146 3.184
C -4.847 -1.803 -3.487
C -4.353 4.077 5.072
C -3.158 -0.173 -2.928
C 0.498 1.931 -5.729
C -3.592 2.845 1.722
C -3.948 -2.812 -3.188
C 1.923 -3.491 -3.953
C 1.655 -4.659 -3.253
C -1.281 0.248 3.934
C 4.270 0.829 2.819
C -2.675 2.264 -0.505
C 0.767 -4.624 -2.191
C -2.390 1.027 5.934
C -2.253 -1.183 -2.580
C -0.079 0.449 -3.405
C -3.516 -3.431 0.538
C -2.997 1.971 3.821
C 0.134 -3.436 -1.854
C -0.214 0.744 -5.820
C -4.128 2.836 5.918
C -1.469 0.204 5.277
C 1.887 2.107 4.210
C 2.871 3.186 1.550
C -2.692 2.072 1.022
H -4.189 3.518 1.125
H -5.662 4.666 1.912
H 0.582 -5.512 -1.599
H 0.728 2.505 -6.619
H -2.488 0.959 7.011
H -1.054 -0.894 -4.765
H 4.186 0.013 3.541
H -5.700 3.057 3.773
H 1.932 3.727 1.410
H -0.527 -3.421 -0.997
H 2.159 -5.581 -3.516
H -3.734 3.097 6.901
H -3.370 -3.733 -0.494
H 1.528 -1.406 -4.165
H 4.624 0.405 1.876
H -4.259 5.485 2.606
H 0.952 2.658 4.075
H -4.232 -3.851 -3.305
H -0.550 0.372 -6.780
H -2.860 0.861 -2.851
H -2.966 -4.059 1.228
H -5.083 2.326 6.078
H 3.585 3.855 2.041
H -3.422 4.648 4.994
H 1.452 3.309 -4.401
H -5.112 0.325 -3.621
H -5.827 5.536 3.429
H 2.567 2.736 4.796
H 2.640 -3.493 -4.765
H -0.547 -0.382 3.443
H -5.109 4.725 5.516
H 3.258 2.943 0.556
H -1.984 -3.322 -2.568
H 5.021 1.539 3.180
H 1.674 1.205 4.791
H -5.848 -2.041 -3.824
*
```

For the energy relative to the best compared isomer or geometry (same formula, charge and spin), the calculation gives 0.0 kJ/mol. The HOMO energy (spin up / spin down) comes out at -4.60 / -4.66 eV. The gap between HOMO and LUMO (spin up / spin down) is 5.79 / 6.13 eV.

These are the Löwdin partial charges, in e, on atoms 1 to 8:
1 Te 0.29
2 Mo 1.09
3 Se -0.11
4 Se -0.12
5 Se 0.16
6 Cl 0.49
7 Cl 0.60
8 S 0.44

Here is a molecular structure, C36H36Cl2N9O2Y in a non-equilibrium geometry from OMol25. Energies are from ωB97M-V/def2-TZVPD.

ORCA input file:
```
! wB97M-V def2-TZVPD RIJCOSX def2/J DEFGRID3
* xyz 0 1
Y 0.767 -0.108 0.372
Cl 7.249 0.659 3.377
Cl 5.397 2.513 5.203
O 0.647 2.431 3.854
O 4.750 -1.050 -0.518
N -3.407 4.130 -4.443
N 2.686 1.333 -1.153
N -3.462 -2.742 -0.993
N 1.385 0.677 2.510
N -1.127 -0.245 2.323
N -2.230 1.775 -0.455
N 0.535 2.580 0.361
N 2.951 -0.789 0.930
N 1.566 -2.593 -0.429
C -4.645 2.756 -1.453
C -3.372 1.635 0.220
C 3.597 0.001 1.897
C -0.338 -0.712 -1.693
C -3.433 3.585 -3.432
C 1.599 3.498 0.826
C -3.460 2.911 -2.162
C -3.011 -4.117 -1.038
C 0.497 1.409 3.183
C 3.625 -1.327 -0.096
C 3.358 1.560 3.731
C -4.564 -2.579 -0.071
C -1.854 -1.937 -3.197
C 2.820 -2.378 -0.833
C -2.372 -1.818 -0.745
C 4.728 1.530 3.940
C 4.967 -0.028 2.133
C -1.494 -1.487 -1.934
C -0.904 0.811 3.120
C 0.096 -0.911 -4.118
C -3.074 0.641 4.104
C 3.407 -3.079 -1.874
C -4.596 2.099 -0.238
C 5.533 0.729 3.146
C 2.672 -4.068 -2.503
C -2.284 2.397 -1.625
C -1.866 1.306 3.989
C 1.379 -4.319 -2.069
C 2.711 3.630 -0.198
C -1.049 -1.664 -4.297
C -2.287 -0.893 2.463
C 2.772 0.794 2.725
C -3.277 -0.503 3.348
C 0.413 -0.436 -2.846
C 0.867 -3.549 -1.041
C 3.500 2.362 -0.467
H 2.742 2.185 4.357
H 1.989 3.124 1.771
H 3.324 0.582 -1.411
H 2.304 4.024 -1.140
H -0.284 2.698 0.952
H -2.427 -1.766 1.844
H -4.921 -1.548 -0.098
H -2.225 -4.225 -1.786
H 3.099 -4.636 -3.319
H -5.388 -3.231 -0.364
H -3.833 0.991 4.792
H 3.862 1.945 0.471
H 5.608 -0.627 1.506
H 4.382 2.609 -1.065
H 1.315 0.165 -2.776
H -5.574 3.141 -1.852
H 4.421 -2.832 -2.154
H -5.490 1.950 0.352
H -3.834 -4.774 -1.319
H -2.613 -4.459 -0.066
H -1.323 -2.028 -5.280
H -4.303 -2.830 0.973
H -3.305 1.131 1.177
H -0.148 -3.696 -0.697
H -2.773 -2.496 -3.320
H 1.179 4.488 1.022
H 0.767 -5.083 -2.526
H 0.735 -0.677 -4.962
H 2.365 1.726 -2.034
H -1.707 -2.208 0.055
H -4.183 -1.087 3.428
H -1.613 2.176 4.577
H 0.231 2.880 -0.560
H 3.410 4.386 0.168
H -2.795 -0.887 -0.360
H -1.362 2.468 -2.194
*
```

The HOMO energy comes out at -7.26 eV. The gap between HOMO and LUMO is 6.83 eV.

These are the Löwdin partial charges, in e, on atoms 1 to 8:
1 Y 1.60
2 Cl 0.66
3 Cl 0.66
4 O 0.02
5 O 0.02
6 N 0.17
7 N -0.01
8 N -0.26

Here is a molecular structure, C36H36ClN3O10STi in a non-equilibrium geometry from OMol25. Energies are from ωB97M-V/def2-TZVPD.

ORCA input file:
```
! wB97M-V def2-TZVPD RIJCOSX def2/J DEFGRID3
* xyz 0 1
Ti -0.651 -0.234 0.715
Cl -0.432 6.531 -3.899
S -2.131 -3.141 2.722
O 0.053 -2.435 -3.075
O -1.944 -3.226 -1.451
O -3.151 2.203 -0.159
O -1.364 -2.145 1.902
O 1.682 -1.843 3.588
O -1.605 -1.164 -0.700
O -4.027 -1.175 0.600
O 0.102 1.230 -0.030
O -2.178 0.698 1.168
O 0.188 2.801 1.539
N 0.910 -1.717 0.166
N 1.208 -0.528 -2.541
N 0.541 -0.255 2.334
C -1.562 0.875 4.063
C 0.160 2.522 0.373
C -0.213 5.286 -2.704
C 2.066 0.707 -5.898
C -1.107 -4.539 2.541
C -1.834 -2.733 4.425
C 0.101 3.448 -0.744
C 2.163 0.078 -4.678
C 2.320 -3.275 1.283
C -1.424 0.419 -3.344
C -4.139 0.056 -0.103
C 1.442 -2.225 1.308
C 0.854 1.250 -6.309
C 2.588 1.960 4.460
C 0.311 2.183 5.136
C 0.386 3.077 -2.050
C -3.153 1.102 0.351
C 3.359 0.483 2.629
C 1.650 2.506 5.299
C 0.205 4.017 -3.060
C -0.377 4.685 -0.427
C -2.293 -2.242 -0.845
C 3.496 -0.420 -4.130
C 1.165 -2.297 -0.995
C -0.196 0.517 -4.227
C 2.224 1.064 3.464
C 1.918 -3.463 -1.072
C 0.867 0.744 3.328
C -0.107 1.285 4.139
C -0.252 1.146 -5.471
C 1.206 -1.411 2.565
C 2.524 -3.911 0.080
C 0.725 -1.652 -2.265
C -0.539 5.622 -1.415
C -3.710 -2.256 -0.214
C 1.025 0.009 -3.838
H 2.769 -3.582 2.208
H -1.178 1.652 -5.740
H -0.402 2.617 5.839
H -0.931 6.616 -1.212
H 2.937 0.777 -6.527
H -2.220 1.049 -3.758
H 3.795 0.269 -3.293
H -5.145 0.467 -0.028
H -0.085 -4.291 2.840
H 0.326 3.804 -4.107
H 4.152 1.262 2.503
H -1.519 -5.378 3.115
H -0.780 -2.393 4.441
H -3.874 -0.068 -1.138
H -1.994 -3.607 5.064
H -1.785 -0.608 -3.282
H 2.012 3.182 6.070
H 0.810 1.770 -7.238
H -1.686 -0.133 3.635
H 4.251 -0.401 -4.914
H -2.096 1.554 3.392
H 3.123 -4.810 0.028
H -3.801 -3.184 0.374
H -4.383 -2.354 -1.081
H 3.413 -1.388 -3.690
H -0.600 -2.966 -2.574
H 3.041 0.125 1.631
H -2.544 -1.921 4.656
H -1.134 -4.785 1.475
H -2.010 0.854 5.057
H -1.188 0.788 -2.334
H 3.833 -0.354 3.144
H 2.094 -3.929 -2.023
H 0.741 2.082 -2.283
H -0.637 4.909 0.601
H 3.641 2.155 4.615
*
```

For the energy relative to the best compared isomer or geometry (same formula, charge and spin), the calculation gives 35.1 kJ/mol. The HOMO energy comes out at -8.31 eV. The gap between HOMO and LUMO is 7.59 eV.

These are the Löwdin partial charges, in e, on atoms 1 to 8:
1 Ti 1.22
2 Cl 0.67
3 S 0.91
4 O 0.13
5 O 0.09
6 O 0.13
7 O -0.55
8 O 0.09